[1]
Molecular formula: C4H4F2O
Method: DFT, ωB97M-V/def2-TZVPD

## Properties
Gap between HOMO and LUMO (spin up / spin down) in eV: 7.527 / 8.706

Element x y z (Å)
F  -2.982  0.035  -0.475
F  -1.234  -1.014  0.590
O  -1.047  1.079  0.004
C  -1.631  -0.034  -0.315
C  1.000  -0.980  -0.393
C  0.200  1.237  0.271
C  1.180  0.172  0.250
H  0.050  -1.340  -0.836
H  2.207  0.449  0.722
H  1.714  -1.815  -0.447
H  0.545  2.213  0.628

[2]
Molecular formula: C6H11N
Method: DFT, ωB97M-V/def2-TZVPD

## Properties
SMILES string: C=C/C(=C/C)NC
Gap between HOMO and LUMO in eV: 9.490

Element x y z (Å)
N  0.100  -0.428  1.130
C  -1.067  1.060  -0.360
C  1.476  -0.631  1.458
C  -1.669  1.821  0.794
C  -0.233  0.041  -0.185
C  1.158  -1.015  -2.032
C  0.105  -0.973  -1.219
H  -2.724  1.562  0.882
H  2.079  -1.219  0.758
H  -1.355  1.379  -1.352
H  -1.613  2.898  0.602
H  2.025  0.295  1.613
H  -0.598  -0.996  1.573
H  1.520  -1.139  2.426
H  -0.727  -1.591  -1.539
H  1.955  -0.288  -2.038
H  1.321  -1.890  -2.649
H  -1.085  1.633  1.688

[3]
Molecular formula: C20H20BClFI2N2O8P
Method: DFT, ωB97M-V/def2-TZVPD

## Properties
Gap between HOMO and LUMO in eV: 7.183

Element x y z (Å)
I  1.050  -1.504  -0.646
I  -4.390  1.227  3.797
Cl  -3.322  -0.007  -1.722
P  -2.293  -1.414  -0.642
F  -2.474  -2.854  3.421
O  -0.632  -4.068  3.664
O  -1.330  2.718  3.143
O  0.757  -1.223  3.004
O  -1.652  -2.303  -1.853
O  -1.385  3.393  0.839
O  -0.752  1.361  -1.757
O  0.421  1.552  0.142
O  -1.809  -0.122  4.281
N  -0.829  -2.526  1.916
N  -2.459  -1.569  -4.827
C  4.411  2.302  0.527
C  -0.132  -1.260  2.226
C  -2.250  -0.032  1.933
C  2.570  1.363  1.780
C  -0.764  -0.419  -0.058
C  -2.310  -0.615  -5.792
C  1.216  1.559  2.425
C  -0.417  0.925  -0.706
C  3.174  2.432  1.132
C  6.442  0.943  -0.103
C  -0.766  -0.081  1.483
C  -1.229  -3.238  3.072
C  -2.485  0.256  3.395
C  -3.257  -2.575  -5.295
C  5.097  1.096  0.552
C  -0.021  1.305  1.507
C  3.268  0.161  1.828
C  -3.625  -2.261  -6.577
C  4.506  0.032  1.223
C  -3.022  -1.014  -6.893
B  -0.987  2.542  1.833
H  2.862  -0.692  2.347
H  1.172  2.611  2.715
H  1.136  1.003  3.352
H  -3.103  -0.473  -7.821
H  7.242  1.189  0.597
H  6.529  1.578  -0.981
H  5.017  -0.922  1.269
H  -2.109  -3.154  -1.835
H  -1.714  0.263  -5.615
H  -0.132  -3.118  1.464
H  -2.265  3.759  0.977
H  4.858  3.149  0.022
H  -1.745  3.571  3.314
H  -2.718  -1.004  1.762
H  2.677  3.393  1.081
H  -2.816  0.678  1.325
H  -2.047  -1.538  -3.911
H  -3.497  -3.428  -4.682
H  -4.255  -2.857  -7.216
H  6.587  -0.091  -0.415

[4]
Molecular formula: C19H70N14O16
Method: DFT, ωB97M-V/def2-TZVPD

## Properties
Gap between HOMO and LUMO in eV: 7.408

Element x y z (Å)
O  -2.407  1.815  3.424
O  0.604  -2.582  -4.514
O  -1.801  -2.048  2.069
O  -1.388  4.710  2.553
O  0.759  -2.815  1.925
O  3.925  1.189  5.221
O  2.844  -0.809  0.998
O  -4.385  -2.347  -3.427
O  -0.890  1.802  -2.453
O  2.979  -1.602  -2.557
O  -0.586  -3.259  -1.870
O  -1.833  -0.666  -0.455
O  2.298  2.079  0.452
O  0.528  0.253  5.437
O  -4.526  0.718  -1.269
O  1.405  4.635  -0.292
N  -2.392  -1.057  -3.227
N  -2.013  2.328  1.123
N  0.243  -0.184  -3.144
N  -2.787  -2.037  -5.110
N  -3.151  2.669  -1.183
N  -0.128  0.677  0.496
N  -0.015  0.273  3.138
N  -0.434  1.172  -4.667
N  -5.060  2.914  -0.410
N  0.434  -1.158  -0.492
N  3.889  3.122  3.908
N  1.695  -0.945  3.756
N  -3.342  0.636  1.592
N  2.954  1.286  3.107
C  1.164  -3.946  1.105
C  -4.272  2.111  -0.952
C  -2.637  1.662  2.028
C  0.736  -0.131  4.124
C  2.926  -2.671  -1.710
C  3.566  1.891  4.112
C  3.891  2.463  -1.339
C  0.665  3.550  2.866
C  -2.846  -2.940  1.670
C  -3.155  -1.772  -3.901
C  -1.460  -4.305  -1.635
C  2.724  1.646  -0.854
C  -2.454  -4.330  2.199
C  3.824  -1.554  1.582
C  0.644  -3.666  -5.387
C  0.202  4.082  -0.715
C  -0.545  -0.350  -0.169
C  -0.353  0.904  -3.429
C  -0.536  4.108  3.544
H  0.396  2.684  2.192
H  -2.771  -0.875  -2.314
H  -4.833  3.875  -0.230
H  1.532  5.584  -0.508
H  1.320  -1.085  0.038
H  3.879  3.524  -1.172
H  2.260  -3.959  0.775
H  -2.177  -1.154  1.898
H  -1.174  1.913  -4.809
H  2.911  0.608  -1.023
H  -3.922  0.222  2.366
H  -2.306  -4.470  3.280
H  1.988  1.847  -1.539
H  -2.234  2.239  -1.470
H  0.016  -0.114  2.130
H  0.050  4.091  -1.838
H  4.043  2.122  -2.356
H  1.287  -4.407  -4.968
H  -3.518  0.421  0.639
H  0.445  -0.449  -2.101
H  1.090  -4.827  1.803
H  -1.726  3.204  1.535
H  3.194  -3.634  -2.226
H  1.270  4.262  2.228
H  2.479  0.398  3.370
H  0.777  1.107  0.559
H  1.355  3.185  3.610
H  -2.441  -3.926  -1.796
H  -0.169  -3.028  2.006
H  1.663  -1.387  2.830
H  4.287  3.796  4.664
H  -0.678  4.583  -0.263
H  -0.224  4.906  4.262
H  0.453  1.424  -5.048
H  -2.051  5.166  3.045
H  0.363  -4.116  0.385
H  -1.459  -4.508  -0.583
H  2.206  3.029  0.341
H  2.259  -1.508  4.453
H  0.550  -0.848  -3.877
H  -0.978  3.406  4.165
H  -3.282  3.663  -1.366
H  -5.994  2.520  -0.170
H  0.948  -3.338  -6.430
H  3.293  0.069  0.969
H  -1.149  -2.559  -2.156
H  4.078  -1.155  2.545
H  0.250  3.035  -0.367
H  -0.267  -4.169  -5.519
H  0.238  -2.005  -0.962
H  4.633  -1.465  0.975
H  1.849  -2.824  -1.501
H  -1.949  -1.589  -5.647
H  2.476  1.768  2.288
H  0.304  -2.907  -3.654
H  -3.551  -2.317  -5.751
H  -0.784  0.937  3.424
H  3.439  -2.429  -0.742
H  3.714  3.631  2.976
H  -1.353  -5.244  -2.131
H  -1.463  -4.630  1.814
H  -2.530  2.550  0.214
H  2.372  -1.789  -3.217
H  4.740  2.093  -0.745
H  -2.911  -3.053  0.613
H  -0.998  1.267  0.817
H  -3.210  -4.949  1.715
H  -3.865  -2.626  2.063
H  3.589  -2.647  1.722
H  -1.533  -0.664  -3.504

[5]
Molecular formula: C10H18N3S
Method: DFT, ωB97M-V/def2-TZVPD

## Properties
Total charge: +1
Gap between HOMO and LUMO in eV: 9.020

Element x y z (Å)
S  -1.679  -1.996  0.252
N  -0.776  0.491  0.897
N  0.051  -1.720  -1.835
N  1.472  -1.802  -1.750
C  -0.108  2.720  1.708
C  -1.564  -0.284  -0.086
C  1.315  2.219  1.943
C  -0.463  -0.514  -2.021
C  -0.634  0.400  -2.927
C  1.308  0.713  2.183
C  -0.772  1.938  0.581
C  0.616  -0.004  1.033
C  -0.707  -2.660  -1.141
C  -0.718  -3.954  -1.417
H  1.730  -2.614  -1.197
H  -2.513  0.189  -0.302
H  -1.283  -4.643  -0.820
H  1.934  2.449  1.075
H  -1.208  0.385  1.825
H  -0.225  2.066  -0.355
H  1.852  -1.909  -2.691
H  1.746  2.729  2.803
H  0.579  -1.081  1.212
H  -0.697  2.620  2.623
H  0.796  0.485  3.121
H  -1.097  1.347  -2.728
H  -0.094  3.777  1.441
H  -1.802  2.269  0.434
H  1.133  0.180  0.088
H  2.328  0.340  2.268
H  -0.336  0.218  -3.952
H  -0.186  -4.353  -2.264

no.,total energy (Eh)
1,-429.62102
2,-289.89643
3,-3007.36517
4,-2736.06633
5,-953.92150